[1]
Below is C42H29CsF10N14O6S as an isolated structure, with properties calculated with ωB97M-V/def2-TZVPD.

Its spin multiplicity is 1. As for the molar mass: 1180.7 u. Its relative energy (zero: lowest compared OMol25 entry of this formula, charge and spin) is 6.75 kcal/mol. As for the net charge: -2. The electronic energy comes out at -115727.431 eV. The HOMO energy comes out at -1.92 eV.

```
103
Properties=species:S:1:pos:R:3:forces:R:3
Cs 0.8357 1.4091 0.5960 -2.0 -0.5 -0.9
C -4.8109 0.0688 -0.4324 0.0 -0.1 0.0
N -4.0216 1.2469 -0.1355 0.0 0.0 0.0
C -3.6454 1.9535 -1.3584 0.1 0.0 0.0
C -3.2466 3.4148 -1.1292 0.0 0.0 0.1
N -1.8071 3.5690 -1.0302 0.0 0.0 0.0
C -1.3069 4.7835 -0.9424 0.0 0.0 0.0
C 0.1219 4.9298 -0.9401 -0.1 -0.1 -0.1
F 0.8415 3.7864 -1.0659 0.2 0.2 0.0
C 0.8052 6.1132 -0.8709 0.0 0.0 0.0
F 2.1523 6.1194 -0.9070 0.0 0.0 0.0
C 0.1219 7.3207 -0.7908 0.0 0.0 0.0
F 0.7841 8.5039 -0.7218 0.0 0.0 0.0
C -1.2575 7.2608 -0.7833 0.0 0.0 0.0
F -1.9580 8.4129 -0.6969 0.0 0.0 0.0
C -1.9439 6.0645 -0.8546 0.0 0.0 0.0
F -3.3037 6.1635 -0.8172 0.0 0.0 0.0
C -2.8468 0.8989 0.6570 0.0 0.0 0.1
C -3.1175 0.7482 2.1478 0.0 -0.1 0.0
N -1.9289 0.1540 2.7390 0.0 0.2 0.0
C -1.7817 0.1467 4.0576 0.0 0.0 0.0
C -0.5716 -0.3964 4.5948 0.0 0.0 0.0
F 0.3538 -0.8504 3.7245 0.0 0.0 0.0
C -0.2789 -0.4746 5.9323 0.0 0.0 0.0
F 0.8979 -0.9911 6.3357 0.0 0.0 0.0
C -1.1796 -0.0230 6.8888 0.0 0.0 0.0
F -0.8944 -0.0917 8.2122 0.0 0.0 0.0
C -2.3718 0.4998 6.4359 0.0 0.0 0.0
F -3.2836 0.9304 7.3342 0.0 0.0 0.0
C -2.6655 0.5790 5.0871 0.0 0.0 0.0
F -3.8993 1.0678 4.7819 0.0 0.0 0.0
H -5.7193 0.3535 -0.9693 0.0 0.0 0.0
H -5.1073 -0.4281 0.4925 0.0 0.0 0.0
H -4.2638 -0.6660 -1.0485 0.0 0.0 0.0
H -4.5068 1.9112 -2.0320 0.0 0.0 0.0
H -2.8075 1.4465 -1.8681 0.0 0.0 0.0
H -3.7726 3.7457 -0.2233 0.0 0.0 0.0
H -3.6613 4.0088 -1.9578 0.0 0.0 0.0
H -2.1140 1.6946 0.5390 0.0 0.1 -0.1
H -2.3809 -0.0311 0.2843 0.0 0.0 -0.1
H -4.0190 0.1330 2.3027 0.0 0.0 0.0
H -3.3567 1.7390 2.5489 0.0 0.0 0.0
N -2.1169 -2.4514 1.7812 0.1 -0.1 0.1
C -1.4437 -3.2225 0.9384 0.0 0.0 0.1
N -1.9289 -4.4586 0.6915 0.0 0.0 -0.1
C -1.2039 -5.1678 -0.1559 0.0 0.0 0.0
N -1.6754 -6.4162 -0.4861 0.0 0.0 0.0
N -0.0661 -4.7894 -0.7446 0.0 0.0 0.0
C 0.3160 -3.5503 -0.4162 0.1 0.0 0.0
N -0.3172 -2.7205 0.3828 0.0 0.0 0.0
C 1.6138 -3.0892 -1.0114 -0.1 0.0 0.0
C 2.4432 -4.0051 -1.6529 0.0 0.0 0.0
C 3.6570 -3.5639 -2.1505 0.0 0.0 0.0
C 3.9928 -2.2281 -2.0021 0.0 0.0 0.0
C 3.0935 -1.3906 -1.3571 0.0 0.0 -0.1
N 1.9290 -1.8066 -0.8670 0.2 0.1 0.1
H -2.9275 -2.8543 2.2165 0.0 0.0 0.0
H -1.8010 -1.5038 2.0893 -0.1 0.1 -0.1
H -2.3325 -6.8037 0.1691 0.0 0.0 0.0
H -0.9805 -7.0414 -0.8566 0.0 0.0 0.0
H 2.1284 -5.0341 -1.7329 0.0 0.0 0.0
H 4.3331 -4.2556 -2.6385 0.0 0.0 0.0
H 4.9324 -1.8331 -2.3657 0.0 0.0 0.0
H 3.3239 -0.3409 -1.2244 0.0 0.0 0.0
N -1.0570 1.0011 -4.4869 0.0 0.0 0.0
C -1.9954 0.0145 -4.2614 0.0 0.1 -0.1
C -3.1800 -0.3307 -4.9014 0.0 0.0 0.0
C -3.8701 -1.4149 -4.3878 0.0 0.0 0.0
C -3.3974 -2.1279 -3.2754 0.0 0.0 0.0
C -2.2230 -1.7717 -2.6406 0.0 0.0 0.0
C -1.5148 -0.6837 -3.1454 0.0 0.0 0.1
N -0.3271 -0.1269 -2.7024 0.0 0.0 -0.1
C -0.0922 0.8582 -3.5189 0.1 0.1 0.0
C 1.0872 1.7239 -3.4375 -0.1 -0.1 0.2
C 1.3606 2.8348 -4.1739 0.0 0.0 -0.1
S 2.8203 3.5386 -3.6325 0.0 0.0 0.0
C 2.9699 2.2973 -2.4506 -0.1 0.1 -0.1
N 2.0100 1.4285 -2.4687 0.2 0.1 0.1
H -1.0884 1.7139 -5.1915 0.0 0.0 0.0
H -3.5528 0.2206 -5.7557 0.0 0.0 0.0
H -4.8011 -1.7168 -4.8519 0.0 0.0 0.0
H -3.9729 -2.9640 -2.8988 0.0 0.0 0.0
H -1.8563 -2.2969 -1.7681 0.0 0.0 0.0
H 0.7735 3.2896 -4.9547 0.0 0.0 0.0
H 3.7549 2.2935 -1.7011 0.0 0.0 0.0
O 4.3938 1.6033 0.1921 0.0 0.0 0.0
C 3.8831 1.1454 1.2353 0.3 0.0 0.0
O 2.9455 1.6069 1.9137 1.5 0.0 0.9
C 4.4505 -0.2072 1.6628 0.1 0.0 0.0
C 3.6270 -1.3254 1.7520 0.0 0.1 0.1
C 4.2030 -2.5636 1.9768 -0.1 -0.1 -0.1
C 5.5557 -2.7440 2.1759 0.0 0.0 -0.1
C 6.3332 -1.6034 2.1343 0.2 0.0 0.1
C 5.8181 -0.3501 1.8585 -0.1 0.0 0.0
N 7.7851 -1.7456 2.3611 -0.1 0.0 -0.1
O 8.4419 -0.7320 2.4914 0.0 0.0 0.0
O 8.2481 -2.8710 2.3943 0.0 0.0 0.1
N 3.3445 -3.7677 1.9883 0.1 0.1 0.4
O 2.1661 -3.6143 2.2077 0.0 0.0 -0.2
O 3.8926 -4.8447 1.8230 0.0 0.0 -0.1
H 2.5571 -1.2498 1.5965 0.0 0.0 0.1
H 5.9800 -3.7198 2.3446 0.0 0.0 0.0
H 6.4740 0.5036 1.7736 0.0 0.0 0.0
```
Positions in Å, forces in eV/Å.



[2]
Below is C42H29F9N3O3PPtSSbSe4 as an isolated structure, with properties calculated with ωB97M-V/def2-TZVPD.

Its spin multiplicity is 1. As for the molar mass: 1490.4 u. As for the net charge: -1. The electronic energy comes out at -370392.673 eV. The HOMO energy (alpha / beta) comes out at -3.38 / -3.37 eV.

```
94
Properties=species:S:1:pos:R:3:forces:R:3
Pt -0.5237 0.6154 -1.4532 0.7 -0.5 1.5
C -1.9477 3.2960 -4.3737 0.1 -0.2 0.1
C -1.1570 2.3251 -3.5589 -2.4 -0.1 1.1
N -1.6954 1.6831 -2.5274 1.0 0.9 -1.6
N -2.9770 1.6923 -2.1756 -1.0 0.5 -1.0
C -3.2139 1.0007 -1.0898 0.6 -0.4 0.4
O -2.2563 0.5069 -0.3368 0.0 -0.1 -1.0
C -4.5762 0.8070 -0.6199 -0.5 -0.3 0.2
C -4.7702 0.1096 0.5733 0.3 0.0 -0.1
C -6.0375 -0.0839 1.0769 -0.2 0.0 0.0
C -7.1328 0.4101 0.3908 0.1 -0.1 0.1
C -6.9521 1.0853 -0.8073 -0.1 0.1 -0.2
C -5.6854 1.2870 -1.3172 0.1 0.0 -0.1
C 0.2025 2.0157 -3.7766 2.3 -0.7 -0.1
C 0.9940 2.5776 -4.8038 -1.2 -0.1 0.7
C 2.3035 2.2149 -4.9438 0.8 -0.7 0.5
C 2.8608 1.2857 -4.0471 -0.4 0.7 -0.7
C 2.0582 0.7711 -3.0583 0.2 -0.4 0.4
N 0.7726 1.0893 -2.9102 -0.2 0.8 -1.1
H -2.9767 3.2785 -4.0274 0.0 0.0 0.0
H -1.9161 3.0429 -5.4327 0.0 0.0 -0.1
H -1.5516 4.3020 -4.2377 0.0 0.1 0.0
H -3.9115 -0.2699 1.1048 -0.1 0.1 0.1
H -6.1660 -0.6107 2.0095 0.0 0.0 0.1
H -8.1259 0.2660 0.7889 -0.1 0.0 0.0
H -7.8121 1.4649 -1.3396 0.0 0.1 -0.1
H -5.5357 1.8240 -2.2417 0.0 0.1 0.0
H 0.5363 3.2983 -5.4629 0.0 0.1 0.0
H 2.9109 2.6390 -5.7282 0.0 0.1 -0.1
H 3.8959 0.9945 -4.1197 0.0 -0.1 0.1
H 2.4592 0.0781 -2.3297 -0.1 0.1 0.0
Se -3.3790 1.9333 3.2653 0.2 -0.3 -0.6
Sb -2.6755 2.9370 1.0806 -0.3 2.5 2.4
Se 0.8901 3.0317 -0.2998 -0.7 0.9 0.0
Se -0.7268 4.3980 1.9869 -0.5 -0.9 -0.9
Se -4.5390 4.4529 0.3564 0.8 -0.7 -0.2
O 7.8201 2.8837 3.8599 0.3 -0.1 0.2
C 6.9906 3.7866 3.2833 -0.3 0.1 -0.2
O 7.2206 4.9615 3.3682 0.1 -0.1 0.2
C 5.8255 3.2256 2.5541 -0.2 0.0 -0.1
C 4.6542 3.9807 2.4530 0.3 -0.1 0.1
C 3.5591 3.4960 1.7661 -0.1 0.1 0.0
C 3.6375 2.2608 1.1344 -0.3 -0.2 -0.4
S 2.3288 1.5327 0.2017 1.1 -0.5 0.2
C 4.8006 1.5001 1.2284 0.0 0.0 0.1
C 5.8796 1.9743 1.9381 0.1 0.1 0.2
H 7.4623 1.9874 3.8046 -0.1 0.2 -0.1
H 4.6124 4.9451 2.9378 0.0 0.1 0.0
H 2.6363 4.0608 1.7260 0.0 0.0 -0.1
H 4.8520 0.5417 0.7361 0.0 -0.1 -0.1
H 6.7849 1.3830 1.9664 0.1 -0.1 0.0
F 4.3765 -6.3844 -0.8087 0.0 0.2 0.0
C 3.0580 -6.4459 -1.1027 0.4 -0.4 -0.1
F 2.9893 -6.8479 -2.3836 -0.1 0.2 -0.2
F 2.5661 -7.4518 -0.3632 -0.2 0.1 0.1
C 2.3630 -5.1389 -0.8645 -0.1 0.2 -0.1
C 2.4568 -4.1272 -1.8166 0.1 -0.5 0.2
C 1.8363 -2.9135 -1.5848 -0.1 0.2 0.2
C 1.1394 -2.6916 -0.4046 0.3 0.1 -0.4
C 1.0535 -3.7136 0.5434 0.0 0.3 -0.1
C 1.6597 -4.9300 0.3195 0.2 -0.1 -0.2
P 0.1824 -1.1539 -0.1141 -0.3 -0.7 0.8
C 0.6155 -0.7830 1.6136 0.1 0.3 0.0
C -0.2386 -0.0033 2.3888 -0.1 -0.3 -0.4
C 0.1927 0.5392 3.5842 0.3 0.1 0.3
C 1.5005 0.3225 3.9975 -0.1 -0.1 -0.2
C 2.3616 -0.4647 3.2407 0.0 0.0 0.1
C 1.9224 -1.0065 2.0508 -0.1 -0.3 0.0
C 1.9785 0.8850 5.3037 0.2 0.0 0.4
F 3.3217 0.9947 5.3559 0.1 0.0 -0.2
F 1.4810 2.0857 5.5991 -0.2 0.1 -0.2
F 1.6509 0.0736 6.3365 -0.2 -0.2 0.0
C -1.4352 -2.0142 -0.1732 -0.3 -0.1 0.0
C -2.2308 -2.4143 0.8908 0.4 0.1 -0.1
C -3.5216 -2.8676 0.6587 -0.3 -0.2 -0.2
C -4.0165 -2.9132 -0.6356 0.1 0.0 0.0
C -3.1950 -2.5937 -1.7164 -0.1 -0.1 0.2
C -1.9111 -2.1615 -1.4800 0.1 -0.3 -0.1
C -5.4392 -3.2824 -0.9304 -0.5 -0.2 -0.1
F -5.5401 -4.5108 -1.4950 0.2 -0.1 0.0
F -6.0140 -2.4417 -1.8067 0.2 0.2 0.0
F -6.2302 -3.3137 0.1481 0.1 0.1 0.3
H 3.0077 -4.2943 -2.7297 0.0 0.0 -0.1
H 1.8901 -2.1283 -2.3252 0.0 0.0 -0.1
H 0.5044 -3.5444 1.4572 -0.1 0.0 0.1
H 1.5849 -5.7186 1.0535 0.0 0.0 0.0
H -1.2526 0.1726 2.0584 -0.2 0.3 0.1
H -0.4746 1.1465 4.1769 -0.2 0.1 -0.1
H 3.3752 -0.6265 3.5729 0.1 0.0 0.0
H 2.5985 -1.5994 1.4491 0.1 0.0 0.0
H -1.8709 -2.3300 1.9067 0.0 0.1 0.1
H -4.1552 -3.1428 1.4897 0.0 0.0 0.0
H -3.5813 -2.6496 -2.7224 0.0 0.0 -0.1
H -1.2664 -1.8859 -2.3107 -0.2 -0.1 0.1
```
Positions in Å, forces in eV/Å.